Below is a molecular structure, C22H29N3O4S, with properties calculated with ωB97M-V/def2-TZVPD.

Computed properties:
Highest occupied orbital energy in eV: -8.5
Energy relative to the best compared isomer or geometry (same formula, charge and spin) in kcal/mol: 544.8
Largest force on an atom in eV/Å: 16.803
Calculated total energy in hartree: -1718.3371
Total charge: 0
Multiplicity: 1

The geometry in XYZ format:
```
59
Properties=species:S:1:pos:R:3:forces:R:3:lowdin_charge:R:1
C -1.064487 -4.805929 0.068315 -2.2 -0.5 -4.2 -0.02
N -0.968767 -3.371227 -0.030372 -10.9 -2.2 -2.4 -0.03
C -2.120490 -2.607369 -0.291494 -4.4 -10.7 1.5 0.02
C -2.348293 -1.382247 -0.327966 -3.9 3.0 -1.8 -0.09
C -1.206566 -0.674607 -0.335158 1.2 9.1 4.2 -0.26
O -1.288410 0.625781 -0.290446 1.0 -3.4 -1.3 0.01
C -0.087853 -1.370439 0.303359 0.8 16.5 -3.1 -0.05
C 1.149680 -0.499008 0.254130 -0.5 -10.3 1.9 0.10
C 2.290607 -1.144846 0.570606 2.2 -0.4 -0.3 -0.23
C 2.424937 -2.602242 0.714130 -4.5 4.5 -0.9 -0.01
C 1.187092 -3.093831 0.513091 3.3 -8.6 -0.6 0.04
C -0.072422 -2.554831 0.099158 11.6 -9.3 3.2 -0.39
H 1.321389 -4.549621 0.435181 -0.7 4.5 0.5 0.21
H 3.348317 -2.944375 0.985903 1.9 -1.6 0.5 0.08
S 3.809331 -0.228646 0.877113 -2.3 -2.3 10.8 0.60
O 4.867020 -1.151910 1.141403 1.4 -1.4 -2.5 -0.28
O 3.631563 0.419527 2.229099 -0.8 0.6 -3.3 -0.32
N 3.775039 0.754008 -0.236135 1.7 8.0 -4.9 -0.26
C 4.447376 2.244953 -0.165377 -4.3 -3.1 4.6 -0.15
C 5.839618 2.201561 -0.045011 5.0 0.4 -3.3 -0.13
C 6.290150 1.570538 -1.586728 5.5 -1.6 8.4 -0.15
C 5.666741 0.255937 -1.504571 6.3 -4.4 -5.2 -0.31
C 4.254952 0.294792 -1.485492 -4.8 -3.5 -3.2 -0.29
H 3.796998 -0.785774 -1.371465 1.0 1.4 -2.0 0.14
H 3.817102 0.904178 -2.619912 0.9 -1.8 4.0 0.23
H 6.265654 -0.457903 -0.882217 -1.3 0.9 0.4 0.12
H 6.080803 -0.439444 -2.630206 -1.6 2.1 2.7 0.20
H 7.464239 1.719458 -1.569836 -2.4 -1.0 -0.4 0.16
H 5.897016 2.170347 -2.201601 -3.0 4.6 -5.1 0.01
H 6.289592 1.505457 0.728098 -0.7 1.3 -0.7 0.14
H 6.242701 3.286822 -0.087529 -0.4 -1.8 0.7 0.15
H 3.956072 2.432082 0.752062 -0.2 1.2 1.4 0.10
H 3.950734 2.833093 -0.849920 -0.6 0.9 -2.1 0.11
H 1.112814 0.429611 0.305394 -0.8 8.3 -0.2 0.04
C -3.781945 -0.860121 -0.673265 7.3 0.8 6.6 -0.55
O -4.229597 -0.942114 -1.685572 -4.2 -4.2 -13.2 0.19
N -4.318595 0.047068 0.023909 3.2 2.2 11.4 0.03
C -3.848863 0.368809 1.780421 8.9 -0.1 -9.9 0.07
C -3.254296 1.801852 1.692860 1.4 -1.7 6.9 -0.28
H -3.703782 2.308218 2.715343 1.4 -1.4 -1.4 0.15
H -2.071287 1.592190 1.895573 -2.9 1.3 -0.9 0.16
C -3.678947 2.803160 0.778005 5.2 1.6 -8.9 -0.29
C -5.125697 2.931667 0.312784 2.9 2.2 -4.7 -0.19
C -5.676172 1.827424 -0.669044 8.0 1.5 1.6 -0.14
H -5.146960 2.030568 -1.688950 0.1 -1.2 1.8 0.16
H -6.493631 2.195396 -0.957201 -7.7 1.9 -1.5 0.02
C -5.578880 0.438922 -0.097399 -4.8 1.9 -4.2 -0.24
H -6.153764 0.365926 0.797089 -0.7 -0.2 0.6 0.13
H -6.054309 -0.031418 -0.997725 0.0 -1.0 1.3 0.15
H -5.284926 4.039504 -0.090735 0.4 -2.4 0.3 0.15
H -5.551866 2.995937 1.178761 -3.9 -0.2 5.1 0.03
H -3.040090 2.403534 -0.420774 -1.8 0.7 3.0 0.18
H -2.871956 3.738714 0.695609 -2.8 -1.9 1.1 0.16
H -3.035028 -0.485498 1.887114 -1.5 2.1 0.1 0.14
H -4.574211 0.171434 2.322141 -7.3 -1.5 4.7 0.00
H -3.109540 -3.218820 -0.221067 2.0 0.3 -0.5 0.18
H -2.135185 -5.232519 -0.323332 2.4 1.6 1.1 0.15
H -0.911025 -5.178894 1.021590 0.8 -0.7 1.7 0.07
H -0.389716 -5.094852 -0.741737 0.2 -1.1 0.7 0.09
```
Forces are in eV/Å.